No. 1
Formula: C26H42O17
Source: the Open Molecules 2025 dataset
Level of theory: ωB97M-V/def2-TZVPD

Structure (XYZ):
```
85
Properties=species:S:1:pos:R:3:forces:R:3:mulliken_charge:R:1
C 1.564386 1.319252 2.550726 -0.7 -0.7 -0.3 -2.165
C 0.638986 0.123899 2.800419 0.6 0.8 0.5 2.043
C 1.313190 -1.145588 3.331056 0.3 1.2 -0.4 -0.005
O 0.445951 -1.544900 4.379473 -0.2 -1.3 -0.3 -0.361
C -0.506987 -0.620241 4.588219 0.2 0.7 0.5 0.585
O -1.423688 -0.725732 5.333538 -0.1 -0.3 0.1 -0.556
O -0.202744 0.502303 3.910147 -0.4 -0.2 -0.5 -0.390
H 1.992014 1.645036 3.494056 0.1 0.1 0.0 0.535
H 0.921022 2.088348 2.122445 0.4 0.3 0.3 0.394
H 2.338494 1.096267 1.816012 0.1 -0.1 0.1 0.376
H -0.030681 -0.080436 1.960941 0.2 -0.1 0.0 -0.815
H 2.290479 -0.905108 3.754736 0.0 -0.2 0.0 0.426
H 1.412033 -1.843280 2.500970 -0.2 -0.4 0.5 -0.323
C -1.879394 0.813258 -5.017072 -0.5 0.4 0.5 -1.486
C -0.489411 0.274256 -4.951406 -0.5 -1.2 0.3 1.023
C -0.280500 -1.241238 -4.837321 0.0 0.1 0.8 -0.287
O 0.981468 -1.397172 -5.478835 0.3 -0.2 -0.7 -0.343
C 1.192062 -0.350594 -6.337218 -0.6 -0.5 1.1 0.606
O 2.126252 -0.268213 -7.058655 0.2 0.1 -0.3 -0.535
O 0.196146 0.538102 -6.171329 0.7 0.7 -0.5 -0.403
H -2.358416 0.648334 -4.048938 0.0 0.0 0.0 0.335
H -2.526991 0.408595 -5.793510 0.3 -0.2 -0.1 0.393
H -1.828089 1.895504 -5.147043 0.0 0.0 -0.1 0.355
H 0.021637 0.688693 -4.075069 0.2 0.5 -0.4 -0.037
H -1.051218 -1.884764 -5.268402 0.1 0.2 -0.4 0.260
H -0.132655 -1.548973 -3.801437 -0.2 0.1 0.0 0.122
C -4.090817 0.759175 1.163867 0.4 -0.8 -0.7 -0.951
C -4.848880 -0.256930 1.989269 -0.4 0.6 0.8 0.598
C -4.224558 -0.548125 3.360507 -0.1 -0.1 -0.3 0.006
O -5.324308 -0.506229 4.283181 0.1 -0.7 -0.1 -0.408
C -6.391287 0.041231 3.681845 0.6 0.7 -0.2 0.585
O -7.405637 0.342669 4.217493 -0.4 -0.2 0.1 -0.550
O -6.094811 0.323747 2.398024 -0.9 0.3 -0.3 -0.445
H -4.310723 0.607505 0.105984 -0.3 0.5 0.0 0.295
H -3.017167 0.559729 1.193469 0.0 0.0 0.4 -0.178
H -4.300262 1.774413 1.490987 -0.1 0.0 0.0 0.468
H -5.159477 -1.141396 1.429664 0.7 -0.1 0.0 0.315
H -3.546116 0.240001 3.682324 0.3 -0.2 -0.2 0.083
H -3.758982 -1.529047 3.343255 0.1 0.1 0.4 0.132
C 6.194323 -2.389795 -3.848175 0.0 0.7 0.1 -1.433
C 5.584064 -1.024829 -3.530708 -1.3 -0.5 -0.2 0.531
C 4.166640 -0.871901 -4.072540 -1.0 -0.5 -1.9 -0.584
O 3.316987 -0.430743 -3.000085 0.6 -0.2 -0.4 -0.153
C 4.053224 -0.477370 -1.894400 0.5 1.0 1.4 0.565
O 3.709720 -0.074670 -0.815615 -0.3 -0.6 -0.5 -0.566
O 5.300958 -0.938075 -2.118255 0.4 0.0 0.0 -0.356
H 7.197523 -2.375073 -3.426989 0.0 -0.5 0.1 0.364
H 6.255244 -2.613552 -4.913365 0.1 0.4 -0.1 0.374
H 5.544395 -3.160654 -3.436761 0.2 0.0 0.3 0.368
H 6.194782 -0.179197 -3.845993 0.2 -0.1 0.3 0.283
H 3.754776 -1.799731 -4.481199 0.1 -0.2 0.5 0.262
H 4.053263 -0.210111 -4.933430 0.2 0.4 0.4 0.323
C 1.717597 -4.295946 1.372820 -0.6 -0.8 -0.2 -1.598
C 0.514794 -4.036998 0.478099 0.5 -0.1 0.3 0.472
C -0.658860 -4.989409 0.698476 0.7 -0.3 0.5 -0.588
O -1.768721 -4.113462 0.918345 -0.2 -1.1 -0.6 -0.400
C -1.362297 -2.853592 0.970675 -0.2 1.1 0.0 0.321
O -2.098141 -1.923099 1.133089 0.5 -0.2 0.1 -0.420
O -0.021791 -2.751082 0.805769 -0.6 0.1 -0.1 0.058
H 2.434135 -3.481762 1.342203 0.1 -0.1 -0.1 0.352
H 2.166712 -5.253539 1.095238 0.3 0.2 -0.2 0.435
H 1.356242 -4.482573 2.386481 0.1 0.4 0.1 0.412
H 0.734045 -4.047394 -0.592664 0.4 0.3 0.1 0.289
H -0.558362 -5.638022 1.569677 0.1 0.2 0.2 0.328
H -0.681999 -5.656523 -0.163476 -1.0 0.3 -0.1 0.345
C -1.038485 4.344460 3.187336 -0.9 -0.1 -1.0 -0.553
C 0.087195 5.347569 3.084273 -0.4 -0.2 1.2 0.835
C -0.090700 6.592395 2.239528 0.2 -0.7 0.4 -1.134
O 1.068963 5.135554 3.760297 0.3 0.4 -0.5 -0.578
H -1.684890 4.420369 4.063132 0.7 0.1 0.5 0.471
H -0.590187 3.357167 3.118119 -0.2 -0.1 0.3 -0.132
H -1.785691 4.445215 2.392470 0.3 0.0 -0.3 0.218
H -1.008142 6.499802 1.667279 0.1 0.3 -0.2 0.312
H 0.800085 6.696821 1.622348 -0.1 0.2 -0.2 0.321
H -0.139458 7.432159 2.932521 -0.1 0.1 -0.1 0.339
C 0.374622 0.672257 -0.480551 0.6 1.8 0.3 -0.082
C -0.858971 1.517608 -0.723860 -2.2 -0.8 0.3 0.483
C -1.195366 2.736202 0.154638 1.9 -0.7 -0.3 0.218
O -1.729014 1.124329 -1.479666 0.5 0.1 -0.4 -0.542
H 0.129947 -0.369568 -0.306903 0.0 -0.1 -0.3 -0.115
H 0.904010 1.104699 0.374117 -0.2 -0.5 -0.3 -0.375
H 1.091343 0.847000 -1.287029 -0.2 -0.5 -0.3 0.413
H -2.151480 2.657895 0.657881 -0.2 -0.2 -0.3 0.013
H -1.137649 3.627740 -0.468041 -0.1 0.1 0.2 0.397
H -0.395704 2.727079 0.898521 -0.3 0.7 0.1 -0.189
```
Positions in Å, forces in eV/Å.

Values from the calculation:
LUMO energy: -0.004 hartree
Kohn-Sham gap: 0.352 Eh
Largest force on an atom: 2.41 eV/Å
Net charge: 0

=====

No. 2
Formula: C26H43Br2NO5SSr
Source: the Open Molecules 2025 dataset
Level of theory: ωB97M-V/def2-TZVPD

Structure (XYZ):
```
79
Properties=species:S:1:pos:R:3:forces:R:3:mulliken_charge:R:1
Sr 0.538878 -0.569182 0.027393 0.0 -0.1 -0.2 1.441
C -1.629566 2.376953 0.001601 0.0 0.0 0.0 -0.870
O -1.570407 1.085975 0.606804 0.0 0.0 0.1 0.664
C -1.677236 1.129848 2.024864 0.0 0.0 -0.1 -1.024
C -0.366603 1.461029 2.704847 0.0 0.0 -0.1 -0.223
O 0.508947 0.347363 2.549702 0.1 0.1 0.0 -0.128
C 1.821503 0.568643 3.074918 0.0 0.0 0.0 -1.013
C 2.803573 0.929649 1.987028 0.0 0.0 0.0 0.085
O 2.881739 -0.187628 1.109762 -0.1 0.0 0.1 -0.018
C 3.896241 -0.046083 0.118334 0.0 0.1 0.0 -0.692
H -2.555583 2.880729 0.296292 0.0 0.0 0.0 0.390
H -0.767728 2.989705 0.273649 0.0 0.0 0.0 0.124
H -1.622619 2.225948 -1.075548 0.0 0.0 0.0 0.178
H -2.433554 1.866715 2.315677 0.0 0.0 0.0 0.529
H -1.998836 0.136506 2.341423 0.0 0.0 0.0 0.102
H 0.085107 2.362589 2.275649 0.0 0.0 0.0 0.176
H -0.551578 1.631105 3.771274 0.0 0.0 0.0 0.424
H 1.793915 1.356893 3.831925 0.0 0.0 0.0 0.422
H 2.132962 -0.362477 3.550353 0.0 0.0 0.0 0.347
H 2.487843 1.817836 1.424938 0.0 0.0 0.0 -0.123
H 3.785881 1.114116 2.439004 0.0 0.0 0.0 0.497
H 4.882576 -0.042900 0.589747 0.0 0.0 0.0 0.293
H 3.808520 -0.903242 -0.546666 0.0 0.0 0.0 0.165
H 3.741455 0.877919 -0.444256 0.0 0.0 0.0 0.221
C 2.993272 5.429908 1.725063 0.0 0.0 0.0 -1.418
C 2.460485 5.257767 0.329079 0.0 0.0 0.0 0.771
C 2.413933 6.364140 -0.551463 0.0 0.0 0.0 -0.793
C 1.913115 6.202634 -1.806170 0.0 0.0 0.0 -0.882
C 1.449933 4.933405 -2.221490 0.0 -0.1 0.0 0.814
C 0.879702 4.665529 -3.491452 0.0 0.1 0.0 -0.108
Br 0.720314 6.047399 -4.790255 0.0 0.0 0.0 -0.263
C 0.419241 3.420742 -3.803009 0.0 0.0 0.0 -0.647
C 0.538423 2.387635 -2.866933 -0.1 -0.2 0.0 0.330
Br -0.166134 0.663296 -3.263735 0.0 0.0 0.0 -0.129
C 1.128307 2.529834 -1.613957 0.0 0.1 0.2 -1.371
O 1.243668 1.577642 -0.770007 0.0 -0.1 0.1 -0.168
C 1.559424 3.878692 -1.284020 0.0 0.0 0.0 0.518
N 2.049411 4.067026 -0.029303 0.0 0.0 0.0 -0.011
H 4.039660 5.741608 1.704224 0.0 0.0 0.0 0.363
H 2.919314 4.487891 2.264497 0.0 0.0 0.0 0.160
H 2.435159 6.196429 2.266451 0.0 0.0 0.0 0.364
H 2.770584 7.330860 -0.217666 0.0 0.0 0.0 0.425
H 1.860547 7.036971 -2.492574 0.0 0.0 0.0 0.346
H -0.033195 3.230225 -4.766080 0.0 0.0 0.0 0.455
C -4.648639 -0.396540 -1.800254 0.0 0.0 0.1 -1.329
C -4.504958 -0.611032 -0.296269 0.0 0.0 0.0 0.155
C -4.057277 -2.025246 0.067564 0.0 0.1 0.0 -0.947
S -2.326828 -2.264735 -0.401186 0.1 0.0 0.0 0.881
O -1.526251 -1.932059 0.846320 -0.1 0.0 -0.2 -0.866
C -2.216080 -4.054824 -0.622787 0.1 0.1 0.1 -0.506
C -2.243923 -4.889099 0.650738 -0.1 0.0 0.0 -0.264
C -3.616859 -5.105107 1.280262 0.0 0.0 0.0 -1.325
H -4.975717 0.619875 -2.018207 0.0 0.0 0.0 0.408
H -5.385073 -1.084066 -2.222562 0.0 0.0 0.0 0.382
H -3.700288 -0.555326 -2.316044 0.0 0.0 0.0 0.264
H -5.461023 -0.418445 0.195500 0.0 0.0 0.0 0.443
H -3.786369 0.102404 0.115715 0.0 0.0 0.0 -0.285
H -4.668359 -2.781706 -0.428005 0.0 0.0 0.0 0.493
H -4.075166 -2.189293 1.145117 -0.1 0.0 0.0 0.256
H -1.244445 -4.158295 -1.110104 0.0 0.0 0.0 -0.233
H -2.990644 -4.329789 -1.342879 0.0 0.0 0.0 0.712
H -1.562644 -4.439436 1.374344 0.0 0.0 0.0 0.157
H -1.815434 -5.859119 0.387729 0.0 0.0 0.0 0.471
H -4.012236 -4.194120 1.726410 0.0 0.0 0.0 0.250
H -3.550123 -5.849929 2.073332 0.0 0.0 0.0 0.412
H -4.339685 -5.467067 0.545113 0.0 0.0 0.0 0.321
C 2.682312 -3.878121 0.477942 -0.1 0.0 0.0 -1.432
C 1.400127 -4.021669 -0.343292 0.0 0.0 0.0 2.409
C 1.405588 -5.383996 -1.049577 0.0 0.0 0.0 -1.685
C 1.226919 -2.815956 -1.279155 -0.1 0.0 0.1 -1.674
H 2.816801 -4.708644 1.177223 0.0 0.0 0.0 0.424
H 2.678950 -2.945276 1.049287 0.0 0.0 0.0 0.135
H 3.550263 -3.853851 -0.188371 0.0 0.0 0.0 0.346
H 0.567456 -4.044204 0.379938 0.0 0.0 0.0 -0.637
H 2.240723 -5.429582 -1.754367 0.0 0.0 0.0 0.392
H 0.487344 -5.528404 -1.626271 0.0 0.0 0.0 0.363
H 1.500178 -6.222363 -0.348502 0.0 0.0 0.0 0.341
H 0.426412 -3.042783 -2.011678 0.0 0.0 0.0 0.112
H 2.134336 -2.739864 -1.902903 0.0 0.0 0.0 0.332
```
Positions in Å, forces in eV/Å.

Values from the calculation:
LUMO energy: 0.013 hartree
Energy above the lowest of the compared OMol25 structures with the same formula, charge and spin: 0.000 eV
Kohn-Sham gap: 0.237 Eh
Largest force on an atom: 0.28 eV/Å
Net charge: 0

=====

| no. | molecular weight (g mol⁻¹) | energy (eV) |
| --- | --- | --- |
| 1 | 626.6 | -62451.17811 |
| 2 | 729.1 | -191143.93227 |